(1)
This record from the OMol25 dataset describes a molecular structure, C4HF3I4 in a non-equilibrium geometry. The level of theory is wB97M-V/def2-TZVPD.

Properties
Highest occupied orbital energy (alpha / beta) = -8.989 / -8.988 eV
2S+1 = 1
Energy relative to the best compared isomer or geometry (same formula, charge and spin) = 43.8 kcal per mole
Total charge = 0
Max |F| = 3.47 eV Å⁻¹

XYZ file:
```
12
C4HF3I4 (wB97M-V/def2-TZVPD)
I -1.799 -3.326 1.532
H -0.436 0.389 0.399
F 2.426 -0.559 -2.150
I 1.031 -2.129 3.352
C 0.034 -0.570 0.342
C 1.122 -0.507 -1.872
F 0.486 -1.108 -2.885
C 0.771 -1.156 -0.548
F 0.762 0.781 -1.899
I 1.575 -3.100 -0.403
I -1.916 -0.158 3.142
C -0.732 -1.678 2.284
```

So, what does the natural (NBO) scheme give us? The charges, in e, come out as:
1 I 0.2893
2 H 0.2223
3 F -0.3134
4 I 0.2804
5 C -0.0447
6 C 0.9447
7 F -0.3165
8 C -0.3603
9 F -0.3187
10 I 0.1983
11 I 0.2692
12 C -0.8506

(2)
This record from the OMol25 dataset describes 3 unconnected molecules or ions with the total composition C2H2ClNO3 in a non-equilibrium geometry. The level of theory is wB97M-V/def2-TZVPD.

Properties
Highest occupied orbital energy (alpha / beta) = 0.725 / 0.720 eV
2S+1 = 1
Energy relative to the best compared isomer or geometry (same formula, charge and spin) = 109.3 kcal per mole
Total charge = -2
Max |F| = 2.01 eV Å⁻¹

XYZ file:
```
9
C2H2ClNO3 (wB97M-V/def2-TZVPD)
H -0.183 0.029 -0.074
C -1.616 1.872 -0.194
C -1.066 0.548 0.176
O -0.847 1.904 0.857
Cl 10.327 -0.766 -0.116
N -0.535 -2.970 -0.345
H -1.818 -0.075 0.654
O -1.794 -3.045 -0.208
O -2.469 2.503 -0.751
```

So, what does the natural (NBO) scheme give us? The charges, in e, come out as:
1 H 0.2344
2 C 0.7769
3 C -0.1968
4 O -0.4811
5 Cl -1.0000
6 N -0.3827
7 H 0.2144
8 O -0.5877
9 O -0.5774

(3)
This record from the OMol25 dataset describes 10 unconnected molecules or ions with the total composition C52H55BrN11PS2 in a non-equilibrium geometry. The level of theory is wB97M-V/def2-TZVPD.

Properties
Highest occupied orbital energy = -9.000 eV
2S+1 = 1
Energy relative to the best compared isomer or geometry (same formula, charge and spin) = 0.0 kcal per mole
Total charge = 0
Max |F| = 1.86 eV Å⁻¹

XYZ file:
```
122
C52H55BrN11PS2 (wB97M-V/def2-TZVPD)
C 4.096 2.621 -2.765
C -4.529 3.453 4.524
C -2.599 -5.064 -1.795
C 3.900 4.537 -1.368
C -0.763 4.264 6.138
H 2.900 -7.515 -8.136
H 4.077 2.145 -3.740
C 2.759 -2.219 -4.236
H -1.775 4.207 8.035
H 3.728 5.596 -1.224
H 4.180 4.101 0.724
C -1.558 -1.627 -7.829
H -6.116 10.096 3.179
H -4.860 11.859 4.404
C 4.364 2.361 -0.523
H 2.387 -4.275 9.021
C 2.665 -1.314 6.645
N 0.677 -5.106 -8.888
C -2.317 -4.647 0.871
C 3.126 -1.759 -1.587
H -5.773 9.750 8.028
H -6.550 6.662 4.639
C 0.833 -2.796 7.276
H -0.170 -3.255 -7.598
C 0.515 -5.392 -10.179
H 4.874 -0.641 -2.138
H 1.115 -2.254 8.178
H 1.531 0.969 -9.613
H 1.632 -5.616 -7.147
H -3.903 2.568 4.484
C -1.515 -4.320 -1.354
N -3.897 4.613 4.348
H 1.530 1.792 7.883
H -2.245 -4.503 1.941
N 1.874 -2.737 -3.383
H -2.748 -5.250 -2.853
C 0.130 -3.140 4.566
H -4.684 11.688 6.889
H 1.211 -5.570 9.371
H -6.352 2.377 4.880
C 2.069 -2.501 -2.086
C 1.329 -4.540 9.038
H 4.301 -2.405 -7.443
C -3.362 -5.378 0.324
C -6.644 4.511 4.791
H 0.821 -3.919 9.780
C 0.892 2.497 7.363
C -6.006 5.728 4.612
H -0.801 -3.918 -2.062
C -0.943 3.838 7.445
H -6.974 8.077 6.636
H 2.575 -8.033 -10.558
C -6.014 10.054 4.257
C 4.040 -1.229 -2.485
N 4.341 1.812 -1.736
N -0.140 2.970 8.061
C -1.375 -4.109 0.009
C 1.163 2.859 6.052
H 0.996 -6.616 -11.876
N 3.249 -0.436 7.100
Br 1.205 -5.565 6.345
H 4.564 1.679 0.297
H 4.537 -1.065 -4.577
H 2.017 2.440 5.535
C -5.316 11.038 4.941
S 1.979 -2.645 1.677
C -5.220 10.940 6.319
C 0.316 3.761 5.429
C 1.521 -5.870 -8.196
P 2.614 -2.916 3.503
N -0.917 -3.582 4.392
H 3.766 -2.159 3.778
C 3.250 -0.306 -9.866
C 1.935 -0.235 -7.882
H -7.713 4.471 4.963
H -0.543 -3.533 0.397
C 1.169 -6.429 -10.825
N 2.683 -1.156 -7.278
C 2.044 -7.213 -10.090
H -4.098 6.652 4.245
C -0.685 -2.433 -7.114
H 2.572 -2.417 -5.282
H 1.102 0.148 -7.301
H -0.416 -4.442 7.840
C 1.936 -2.546 6.230
C 2.226 -6.929 -8.747
H 3.223 -1.601 -0.522
N -2.001 -0.309 -5.875
C 3.712 -1.653 -7.961
C 0.649 -4.277 7.701
H -1.453 4.964 5.687
C 3.872 3.983 -2.637
H 3.469 0.025 -10.873
C -5.823 9.866 6.954
H 0.851 -0.556 3.140
H -0.123 -2.378 6.962
H 2.835 -4.284 3.750
C -4.637 5.721 4.393
C 4.039 -1.264 -9.251
H -1.032 -0.856 -4.151
N -3.514 -5.591 -0.982
H -0.176 -4.752 -10.718
C 4.151 3.710 -0.284
C -6.494 8.935 6.177
S 1.044 -0.591 4.475
C 1.359 -2.363 4.763
C 2.174 0.221 -9.169
H 2.705 -3.318 6.233
H 0.491 4.067 4.405
C -0.483 -2.166 -5.768
H -4.120 -5.819 0.962
N -6.598 9.013 4.850
C -1.163 -1.098 -5.201
H 4.888 -1.702 -9.758
C 3.853 -1.463 -3.839
C -2.185 -0.583 -7.166
H 3.678 4.591 -3.510
H 1.334 -2.934 -1.413
H -1.747 -1.802 -8.880
H 0.189 -2.765 -5.168
C -5.893 3.347 4.746
H -2.872 0.073 -7.690
```

Löwdin atomic charge list, values in e, 99 entries:
1 C -0.1434
2 C -0.1571
3 C -0.1567
4 C -0.0810
5 C -0.0759
6 H 0.1015
7 H 0.1052
8 C -0.1614
9 H 0.1009
10 H 0.1048
11 H 0.0999
12 C -0.0838
13 H 0.1051
14 H 0.1014
15 C -0.1487
16 H 0.0846
17 C -0.2672
18 N 0.0509
19 C -0.0715
20 C -0.0876
21 H 0.1023
22 H 0.0649
23 C -0.1843
24 H 0.0714
25 C -0.1491
26 H 0.0837
27 H 0.1164
28 H 0.1024
29 H 0.1065
30 H 0.1024
31 C -0.0676
32 N 0.0484
33 H 0.0863
34 H 0.0823
35 N 0.0502
36 H 0.1016
37 C -0.3794
38 H 0.1057
39 H 0.0734
40 H 0.1001
41 C -0.1570
42 C -0.1415
43 H 0.1040
44 C -0.1617
45 C -0.0765
46 H 0.0873
47 C -0.1655
48 C -0.0739
49 H 0.0870
50 C -0.1571
51 H 0.1038
52 H 0.1046
53 C -0.1473
54 C -0.0891
55 N 0.0565
56 N 0.0495
57 C -0.0809
58 C -0.0954
59 H 0.1004
60 N 0.1879
61 Br 0.7554
62 H 0.1034
63 H 0.0957
64 H 0.0897
65 C -0.0721
66 S 0.2255
67 C -0.0788
68 C -0.0799
69 C -0.1470
70 P 0.4007
71 N 0.2117
72 H 0.0092
73 C -0.0812
74 C -0.1419
75 H 0.1047
76 H 0.0503
77 C -0.0740
78 N 0.0628
79 C -0.0814
80 H 0.1018
81 C -0.0836
82 H 0.0659
83 H 0.1047
84 H 0.0900
85 C -0.3692
86 C -0.0716
87 H 0.0304
88 N 0.0472
89 C -0.1511
90 C -0.6997
91 H 0.0837
92 C -0.0706
93 H 0.1040
94 C -0.0689
95 H -0.1293
96 H 0.1222
97 H -0.0076
98 C -0.1514
99 C -0.0738

(4)
This record from the OMol25 dataset describes 3 unconnected molecules or ions with the total composition C25H38N5O in a non-equilibrium geometry. The level of theory is wB97M-V/def2-TZVPD.

Properties
Highest occupied orbital energy = -9.855 eV
2S+1 = 1
Energy relative to the best compared isomer or geometry (same formula, charge and spin) = 87.9 kcal per mole
Total charge = +1
Max |F| = 5.20 eV Å⁻¹

XYZ file:
```
69
C25H38N5O (wB97M-V/def2-TZVPD)
H 3.180 2.870 -1.442
H -4.340 -1.355 2.062
C 4.151 6.375 -0.247
C 5.616 -2.585 1.896
C 6.047 -0.891 0.500
H -7.421 -1.883 -0.050
H -0.082 1.308 -4.154
C 0.257 -1.780 -1.867
C -7.012 -2.594 1.990
H -2.593 0.423 0.023
C 0.283 1.573 -3.136
H 4.986 8.443 -0.362
H 7.694 -2.991 2.427
N 3.047 8.062 -1.164
H -3.540 -2.833 -0.560
H 2.817 8.986 -1.488
C 1.312 2.272 -0.424
H 4.999 -3.288 2.433
C 2.242 6.962 -1.277
C -3.325 -2.698 0.533
H 2.272 2.289 -3.796
C 2.899 5.899 -0.715
C -0.942 -2.708 1.168
C -5.604 -3.172 1.545
N -2.158 -0.075 -0.760
H 0.412 -1.335 -2.892
H -7.454 -3.214 2.806
H -5.083 -1.341 0.407
H 4.074 -1.544 0.888
C -1.789 -1.317 -0.616
C 0.055 -1.726 2.046
H 8.218 -0.936 0.733
H 1.654 2.501 0.616
C -1.994 0.706 -2.012
H 0.672 -1.030 -1.147
H -8.954 -2.223 0.950
C 7.249 -1.336 0.986
C -0.030 1.706 -0.623
H -7.914 -3.592 0.215
C -4.597 -1.991 1.180
H 1.756 -2.725 0.993
C 2.154 2.471 -1.604
N -2.066 -1.876 0.692
H -0.297 -3.145 0.364
H 2.523 4.890 -0.646
H -2.792 1.486 -2.132
C 1.618 2.141 -2.910
H -5.750 -3.729 0.572
H -3.197 -3.686 1.037
C 6.975 -2.411 1.871
N 5.057 -1.652 1.062
H -5.145 -3.891 2.269
H -1.367 -3.021 -1.490
C -0.544 1.353 -1.959
H -0.320 -1.357 3.068
H 2.399 -1.439 2.350
C -7.930 -2.575 0.682
H -1.223 -3.460 1.943
H 4.920 5.801 0.248
H -6.829 -1.536 2.329
H 1.273 7.032 -1.746
H 0.780 -2.766 -1.824
H -2.057 0.010 -2.895
C 4.215 7.712 -0.542
C 1.631 -2.121 1.922
H -0.621 1.555 0.313
H 5.811 -0.100 -0.194
N -1.219 -2.027 -1.697
O 0.939 -0.873 1.252
```

So, what does the natural (NBO) scheme give us? The charges, in e, come out as:
1 H 0.2455
2 H 0.2188
3 C -0.3003
4 C -0.0854
5 C -0.0831
6 H 0.1931
7 H 0.2336
8 C -0.4484
9 C -0.3996
10 H 0.4502
11 C -0.2495
12 H 0.2158
13 H 0.2286
14 N -0.5011
15 H 0.1964
16 H 0.4155
17 C -0.1887
18 H 0.2066
19 C -0.0748
20 C -0.2263
21 H 0.2341
22 C -0.3193
23 C -0.2594
24 C -0.3991
25 N -0.4807
26 H 0.2259
27 H 0.2202
28 H 0.2028
29 H 0.3984
30 C 0.7790
31 C 0.0808
32 H 0.2266
33 H 0.2401
34 C -0.2877
35 H 0.2521
36 H 0.2270
37 C -0.2851
38 C -0.2707
39 H 0.2081
40 C -0.4134
41 H 0.1992
42 C -0.2141
43 N -0.4941
44 H 0.1967
45 H 0.2077
46 H 0.2492
47 C -0.1978
48 H 0.1963
49 H 0.2235
50 C -0.2978
51 N -0.5164
52 H 0.2112
53 H 0.3979
54 C 0.0321
55 H 0.2280
56 H 0.2583
57 C -0.6082
58 H 0.2447
59 H 0.2200
60 H 0.1995
61 H 0.2098
62 H 0.2207
63 H 0.2459
64 C -0.0716
65 C -0.1853
66 H 0.2119
67 H 0.2086
68 N -0.6438
69 O -0.5589

(5)
This record from the OMol25 dataset describes a gas-phase ion, C6H16N (charge +1) in a non-equilibrium geometry. The level of theory is wB97M-V/def2-TZVPD.

Properties
Highest occupied orbital energy = -14.235 eV
2S+1 = 1
Energy relative to the best compared isomer or geometry (same formula, charge and spin) = 34.4 kcal per mole
Total charge = +1
Max |F| = 2.84 eV Å⁻¹

XYZ file:
```
23
C6H16N (wB97M-V/def2-TZVPD)
H 3.543 1.301 -0.302
C -1.908 0.462 0.412
H 2.345 1.731 0.878
H -2.656 -1.132 -0.787
H 0.958 -1.875 0.689
H 0.566 -0.294 1.462
C -0.873 0.755 -0.617
H -1.554 -0.019 1.334
H -2.957 -1.359 0.764
H 1.975 1.483 -0.702
H -0.703 -1.450 -0.730
H -0.220 1.575 -0.364
H 2.714 -0.955 -0.617
C 2.574 1.051 0.053
H 2.882 -0.592 1.319
C 2.433 -0.357 0.326
H -2.473 1.312 0.592
N -2.913 -0.619 0.045
H 0.496 -0.579 -1.635
H -1.338 1.096 -1.596
C -0.066 -0.535 -0.724
C 0.972 -0.754 0.513
H -3.796 -0.244 -0.313
```

So, what does the natural (NBO) scheme give us? The charges, in e, come out as:
1 H 0.2314
2 C -0.1974
3 H 0.2074
4 H 0.4373
5 H 0.2134
6 H 0.1839
7 C -0.4497
8 H 0.2219
9 H 0.4550
10 H 0.1924
11 H 0.1677
12 H 0.2661
13 H 0.2107
14 C -0.6245
15 H 0.2321
16 C -0.4084
17 H 0.2272
18 N -0.6847
19 H 0.2348
20 H 0.2297
21 C -0.4141
22 C -0.3818
23 H 0.4496

(6)
This record from the OMol25 dataset describes a molecular structure, C32H71AsBrMgN4O8SSi4. The level of theory is wB97M-V/def2-TZVPD.

Properties
Highest occupied orbital energy = -4.164 eV
2S+1 = 1
Energy relative to the best compared isomer or geometry (same formula, charge and spin) = 24.5 kcal per mole
Total charge = -1
Max |F| = 0.88 eV Å⁻¹

XYZ file:
```
123
C32H71AsBrMgN4O8SSi4 (wB97M-V/def2-TZVPD)
C -4.569 -1.000 2.068
Si -2.922 -1.953 2.190
H 0.591 5.490 -0.760
H -1.366 6.775 -0.893
H -4.211 4.199 2.268
H 3.332 0.346 -2.545
H 1.253 1.347 -6.223
H -1.920 -3.033 0.112
H -0.637 2.740 -1.585
C -3.319 -3.389 3.324
H 3.393 2.682 -4.263
C -0.969 1.876 -3.569
H -1.306 1.634 -5.733
C -2.181 4.904 2.291
N 2.603 -1.150 1.594
H 0.228 6.892 1.072
C -0.333 4.348 0.803
H -3.341 3.842 0.785
H -0.921 -1.907 -2.036
C -0.908 -1.152 -5.417
H 1.981 -0.248 -6.016
O -2.655 1.617 3.246
C -3.484 4.597 1.560
O 4.253 3.036 1.787
C -1.615 7.299 0.031
Si 0.340 -4.821 1.151
C 2.061 0.802 -5.733
O -1.507 0.569 1.341
H 2.064 -6.626 1.043
O -0.333 0.886 3.350
H 1.319 3.905 -0.436
H -0.878 -6.958 0.677
N -1.068 5.300 1.428
H -4.432 -0.033 1.577
C -0.054 -5.248 4.908
H -1.129 -5.339 4.738
H 0.108 -1.286 5.400
Si 0.361 0.496 -3.459
H 5.595 2.114 1.821
H 1.224 -3.621 -0.869
S -1.691 0.635 2.815
H -1.376 8.356 -0.100
C -1.087 -6.053 1.258
As -0.038 -2.839 2.293
N -0.637 3.088 0.825
H -0.190 2.941 -5.323
H -1.813 -0.543 -5.424
H -1.878 4.032 2.874
H 4.154 0.498 -4.098
H -0.224 -0.754 -6.169
C 3.225 0.174 -3.616
H -2.227 -1.218 -2.995
H 1.021 -5.353 -1.180
H -0.381 -4.281 -1.194
C 0.874 4.782 0.022
Si 0.553 -3.524 4.429
H -1.457 3.795 -2.734
H 0.154 -2.528 6.669
H -1.917 3.136 -5.041
H 1.615 -2.009 -4.838
H 2.777 -5.095 1.568
H 2.943 -4.140 4.002
H -3.902 5.489 1.091
H -1.589 -2.810 -3.391
C 3.237 2.328 1.739
H 1.620 5.237 0.671
H -1.280 -2.337 5.643
H -1.998 -5.601 0.858
C 4.494 -0.035 1.684
H -5.311 -1.565 1.494
H 0.139 -5.432 5.970
C 2.382 2.462 -3.905
C -2.661 -2.278 0.356
C -2.338 1.334 -3.130
H -2.338 5.718 3.000
H 1.702 3.151 -4.407
H -2.300 0.895 -2.130
H 1.388 -2.329 -3.109
H 2.797 -2.479 4.587
H 4.395 -2.269 1.653
H 0.465 -3.232 -4.305
C -0.838 6.720 1.209
C 5.961 0.209 1.721
C 1.904 -5.744 1.671
C 0.571 -4.480 -0.697
H 0.283 3.548 -2.857
C -0.189 -2.306 5.653
H 0.446 -6.033 4.336
H -1.536 2.907 1.262
C 2.062 0.991 -4.206
O 2.039 2.731 1.735
H -4.399 -3.551 3.372
O 6.367 1.466 1.794
N 2.257 0.137 1.620
C -0.659 3.051 -2.629
H 2.679 -3.827 5.723
C 3.927 -1.299 1.641
C -0.273 -1.230 -4.019
H -3.633 -2.559 -0.063
H -4.981 -0.808 3.061
H 1.857 -6.076 2.710
O -2.178 -0.752 3.260
Br 0.779 0.222 -1.253
C -1.092 2.416 -5.003
H 3.005 1.178 -6.140
H -2.739 0.593 -3.821
H -2.826 -4.311 3.027
H -1.285 -6.350 2.290
Mg 0.496 1.399 1.455
H -2.362 -1.333 -0.105
H -3.049 2.166 -3.095
C 2.420 -3.497 4.712
H -2.970 -3.132 4.327
H -2.690 7.210 0.186
H -1.117 7.239 2.127
H 3.127 -0.896 -3.777
H -1.194 -2.160 -5.733
O 6.741 -0.715 1.692
C 3.386 0.834 1.671
H 1.825 -1.852 1.655
C 0.878 -2.246 -4.070
H 2.362 2.669 -2.833
C -1.314 -1.807 -3.047
```

Löwdin atomic charge list, values in e, 99 entries:
1 C -0.1845
2 Si 0.3424
3 H 0.0822
4 H 0.0673
5 H 0.0807
6 H 0.0513
7 H 0.0675
8 H -0.0285
9 H 0.0302
10 C -0.1785
11 H 0.0882
12 C -0.6152
13 H 0.0662
14 C -0.1894
15 N 0.0079
16 H 0.1064
17 C -0.3893
18 H 0.0754
19 H 0.0278
20 C -0.0896
21 H 0.0629
22 O -0.2830
23 C -0.0633
24 O 0.0380
25 C -0.0685
26 Si 0.1842
27 C -0.0919
28 O -0.4147
29 H 0.0219
30 O -0.3406
31 H 0.0695
32 H 0.0209
33 N -0.0707
34 H 0.0242
35 C -0.2294
36 H 0.0112
37 H 0.0223
38 Si 0.4965
39 H 0.0643
40 H 0.0081
41 S 0.3319
42 H 0.0732
43 C -0.2341
44 As 0.8133
45 N 0.0879
46 H 0.0628
47 H 0.0627
48 H 0.1096
49 H 0.0869
50 H 0.0662
51 C -0.1143
52 H 0.0596
53 H 0.0237
54 H 0.0061
55 C -0.0103
56 Si 0.1962
57 H 0.0897
58 H 0.0242
59 H 0.0862
60 H 0.0618
61 H 0.0150
62 H 0.0034
63 H 0.0578
64 H 0.0900
65 C -0.5485
66 H 0.0952
67 H 0.0086
68 H 0.0141
69 C -0.0469
70 H 0.0228
71 H 0.0224
72 C -0.1023
73 C -0.2113
74 C -0.0949
75 H 0.1177
76 H 0.0622
77 H 0.0798
78 H 0.0658
79 H 0.0168
80 H 0.1364
81 H 0.0884
82 C -0.2111
83 C -0.5120
84 C -0.2360
85 C -0.2393
86 H 0.0556
87 C -0.2278
88 H 0.0020
89 H 0.0305
90 C -0.6253
91 O -0.0566
92 H 0.0295
93 O 0.1096
94 N 0.0150
95 C -0.1208
96 H 0.0211
97 C -0.0014
98 C -0.6202
99 H 0.0366